Record 1
Entry from the Open Molecules 2025 dataset: a structure of composition C11H25CrS4SeSi in a non-equilibrium geometry (ωB97M-V with the def2-TZVPD basis set).

Structure (ORCA input):
```
! wB97M-V def2-TZVPD RIJCOSX def2/J DEFGRID3
* xyz 2 2
Cr -0.08 -0.14 -0.37
C 0.34 -2.91 -1.87
C 1.78 -2.62 -1.51
S 2.07 -0.88 -1.03
C 2.12 -0.07 -2.66
C 1.95 1.43 -2.46
S 0.44 1.86 -1.53
C -0.83 1.73 -2.82
C -2.19 1.68 -2.16
S -2.34 0.33 -0.94
C -2.62 -1.11 -2.02
C -2.37 -2.38 -1.23
S -0.72 -2.42 -0.46
H 0.20 -3.97 -2.07
H 0.03 -2.35 -2.76
H 2.44 -2.87 -2.35
H 2.10 -3.21 -0.66
H 1.33 -0.47 -3.29
H 3.07 -0.28 -3.13
H 1.94 1.95 -3.41
H 2.77 1.84 -1.87
H -0.65 0.83 -3.42
H -0.76 2.59 -3.48
H -2.98 1.57 -2.91
H -2.40 2.59 -1.60
H -1.95 -1.05 -2.88
H -3.65 -1.08 -2.39
H -2.50 -3.26 -1.86
H -3.07 -2.47 -0.40
C -1.23 1.72 4.48
Si 0.45 1.05 4.12
C 1.83 2.26 3.95
C 0.87 -0.61 4.81
Se 0.11 0.38 1.80
H -1.27 2.07 5.51
H -2.00 0.96 4.35
H -1.46 2.58 3.84
H 2.10 2.66 4.93
H 1.53 3.11 3.32
H 2.71 1.79 3.52
H 1.05 -0.52 5.89
H 1.78 -1.01 4.36
H 0.05 -1.31 4.67
*
```

Output
orbital gap (spin up / spin down): 0.257 / 0.322 Ha
relative energy (zero: lowest compared OMol25 entry of this formula, charge and spin): 0.00 kcal per mole
HOMO level (spin up / spin down): -14.960 / -15.316 eV
LUMO (spin up / spin down): -7.97 / -6.55 eV

Atomic partial charges in e from the Löwdin method, atoms 1 to 4:
1. Cr -0.4280
2. C -0.4531
3. C -0.4498
4. S 0.9156


Record 2
Entry from the Open Molecules 2025 dataset: a cluster of 2 separate species, C2H5FN2O in total in a non-equilibrium geometry (ωB97M-V with the def2-TZVPD basis set).

Structure (ORCA input):
```
! wB97M-V def2-TZVPD RIJCOSX def2/J DEFGRID3
* xyz 0 1
C -0.41 0.31 -0.59
C -0.76 0.47 0.77
H 0.86 -0.49 1.37
H 1.24 -0.65 -1.63
H -1.32 0.45 -2.50
H -1.90 0.21 0.66
H -0.45 1.62 1.16
N 0.79 -0.30 -0.75
N -1.37 0.52 -1.38
O 1.91 -0.23 0.07
F -0.30 -0.62 1.58
*
```

Output
orbital gap: 0.306 Ha
relative energy (zero: lowest compared OMol25 entry of this formula, charge and spin): 146.88 kcal per mole
HOMO level: -7.847 eV
LUMO: 0.47 eV

Atomic partial charges in e from the Löwdin method, atoms 1 to 4:
1. C -0.5858
2. C -0.1041
3. H 0.2699
4. H 0.1658


Record 3
Entry from the Open Molecules 2025 dataset: the ion CH5N2S2 with charge +1 in a non-equilibrium geometry (ωB97M-V with the def2-TZVPD basis set).

Structure (ORCA input):
```
! wB97M-V def2-TZVPD RIJCOSX def2/J DEFGRID3
* xyz 1 1
C -0.73 -0.53 -0.22
N 0.40 0.08 -0.43
N -1.49 -0.40 0.83
S 1.12 1.37 1.07
S 1.51 -0.30 -1.63
H -1.07 -1.20 -1.01
H -2.37 -0.88 0.89
H -1.20 0.18 1.61
H 2.31 0.77 1.09
H 1.53 0.91 -2.20
*
```

Output
orbital gap: 0.305 Ha
relative energy (zero: lowest compared OMol25 entry of this formula, charge and spin): 47.00 kcal per mole
SMILES string: [NH2+]=CN(S)S
HOMO level: -14.109 eV
LUMO: -5.82 eV

Atomic partial charges in e from the Löwdin method, atoms 1 to 4:
1. C -0.2941
2. N -0.6544
3. N 0.1840
4. S 0.7592


Record 4
Entry from the Open Molecules 2025 dataset: a structure of composition C6H9Cl2NO8P2Pd in a non-equilibrium geometry (ωB97M-V with the def2-TZVPD basis set).

Structure (ORCA input):
```
! wB97M-V def2-TZVPD RIJCOSX def2/J DEFGRID3
* xyz 1 2
Pd 0.10 -0.29 -0.63
O 2.44 -3.57 -0.07
P 1.83 -2.17 -0.33
O 0.70 -2.24 -1.34
O 1.27 -1.50 0.90
O 3.02 -1.30 -0.93
P 2.76 0.24 -1.42
O 1.70 -0.01 -2.64
O 3.99 0.86 -1.86
O 1.88 0.89 -0.38
H 3.38 -3.63 0.11
H 2.14 -0.03 -3.50
Cl -0.55 2.03 -1.77
C -1.88 1.30 -2.72
Cl -1.57 -0.46 -2.74
H -1.87 1.68 -3.74
H -2.82 1.49 -2.22
O -1.81 0.11 0.25
N -2.56 -0.92 0.63
C -3.90 -0.62 0.97
C -4.62 -1.46 1.74
C -4.05 -2.68 2.21
C -2.65 -2.86 2.03
C -1.92 -2.04 1.24
H -4.25 0.32 0.57
H -5.64 -1.22 1.98
H -4.66 -3.44 2.66
H -2.16 -3.69 2.52
H -0.85 -2.10 1.11
*
```

Output
orbital gap (spin up / spin down): 0.197 / 0.233 Ha
relative energy (zero: lowest compared OMol25 entry of this formula, charge and spin): 48.02 kcal per mole
HOMO level (spin up / spin down): -13.163 / -13.446 eV
LUMO (spin up / spin down): -7.79 / -7.11 eV

Atomic partial charges in e from the Löwdin method, atoms 1 to 4:
1. Pd 1.0134
2. O -0.0113
3. P 0.1853
4. O -0.2876


Record 5
Entry from the Open Molecules 2025 dataset: the molecule C16H20N4 in a non-equilibrium geometry (ωB97M-V with the def2-TZVPD basis set).

Structure (ORCA input):
```
! wB97M-V def2-TZVPD RIJCOSX def2/J DEFGRID3
* xyz 0 1
N -2.60 2.21 -1.83
N 1.97 -0.07 1.67
N 0.59 1.81 1.56
C -1.83 3.04 0.13
C 1.43 1.03 2.21
C -0.75 0.61 -2.22
C 1.71 -0.38 0.38
C 0.41 0.04 -1.64
C -1.47 1.63 -1.55
C -1.01 2.06 -0.29
C 0.77 0.38 -0.32
C 0.14 1.45 0.34
N -2.79 3.13 -0.90
C -1.86 3.81 1.48
C -4.13 3.78 -0.79
C 2.12 -3.60 1.38
C 0.08 -2.89 0.15
C 2.11 -3.84 -1.24
C 2.44 -1.60 -0.18
C 1.60 -2.97 0.01
H 1.66 1.37 3.26
H -1.14 0.35 -3.22
H 0.99 -0.74 -2.08
H -2.89 4.01 1.63
H -1.35 3.31 2.32
H -1.36 4.82 1.35
H -4.44 3.80 0.23
H -3.99 4.88 -1.01
H -4.80 3.35 -1.45
H 2.12 -2.85 2.13
H 1.32 -4.29 1.87
H 3.08 -4.18 1.27
H -0.37 -3.79 0.53
H -0.42 -2.66 -0.82
H -0.22 -2.09 0.91
H 1.48 -4.73 -1.38
H 2.03 -3.12 -2.07
H 3.14 -4.15 -1.01
H 2.86 -1.35 -1.10
H 3.35 -1.56 0.26
*
```

Output
orbital gap: 0.310 Ha
relative energy (zero: lowest compared OMol25 entry of this formula, charge and spin): 41.19 kcal per mole
SMILES string: Cc1c2c(ccc3c(CC(C)(C)C)ncnc32)nn1C
HOMO level: -8.038 eV
LUMO: 0.40 eV

Atomic partial charges in e from the Löwdin method, atoms 1 to 4:
1. N 0.1177
2. N 0.1242
3. N 0.1177
4. C -0.1403


Record 6
Entry from the Open Molecules 2025 dataset: a structure of composition C4H6N2O2 in a non-equilibrium geometry (ωB97M-V with the def2-TZVPD basis set).

Structure (ORCA input):
```
! wB97M-V def2-TZVPD RIJCOSX def2/J DEFGRID3
* xyz 0 1
C -0.10 0.33 0.29
C 1.56 -1.06 -0.94
C 1.20 -2.51 -0.83
C -0.63 1.71 0.11
H -1.07 -0.73 2.78
H 0.92 0.69 -1.65
H 2.53 -0.63 -1.57
H 2.09 -3.02 -1.57
H 0.58 -3.32 -0.21
H -0.85 2.03 1.40
N -0.65 -0.66 0.90
N 0.88 0.11 -0.64
O -1.58 -0.20 1.80
O -0.67 2.45 -0.89
*
```

Output
orbital gap: 0.297 Ha
relative energy (zero: lowest compared OMol25 entry of this formula, charge and spin): 198.75 kcal per mole
HOMO level: -8.497 eV
LUMO: -0.42 eV

Atomic partial charges in e from the Löwdin method, atoms 1 to 4:
1. C -0.3629
2. C -0.2456
3. C -0.0310
4. C -0.1623


Record 7
Entry from the Open Molecules 2025 dataset: a structure of composition C14H21F6N2O12RbS4 in a non-equilibrium geometry (ωB97M-V with the def2-TZVPD basis set).

Structure (ORCA input):
```
! wB97M-V def2-TZVPD RIJCOSX def2/J DEFGRID3
* xyz 0 1
Rb -0.66 0.07 0.79
C -0.24 1.52 -2.48
F -0.08 1.77 -3.77
F -1.56 1.82 -2.25
F 0.06 0.26 -2.16
S 0.84 2.85 -1.51
O 2.00 3.07 -2.44
O -0.08 3.93 -1.29
N 1.26 1.96 -0.08
S 2.66 2.42 0.26
O 3.67 1.60 -0.40
O 2.79 3.91 0.11
C 2.72 2.02 2.09
F 4.01 2.12 2.45
F 2.06 3.03 2.74
F 2.33 0.78 2.30
C -3.85 -5.39 -2.35
C -3.31 -4.87 -3.50
C -2.89 -3.47 -3.58
C -2.89 -2.81 -2.35
C -3.30 -3.41 -1.13
C -3.77 -4.73 -1.13
N -2.50 -1.37 -2.48
O -2.34 -0.79 -1.39
O -2.49 -0.80 -3.56
H -4.15 -6.42 -2.36
H -3.34 -5.41 -4.43
H -2.51 -3.01 -4.49
H -3.30 -2.88 -0.18
H -4.17 -5.24 -0.26
O -1.81 2.24 2.42
S -2.02 3.65 2.09
O -2.85 3.98 0.95
O -2.77 4.28 3.43
C -2.30 3.90 4.77
C -2.06 5.18 5.65
C -0.48 4.62 2.02
H -1.38 3.35 4.58
H -3.08 3.26 5.18
H -1.74 4.86 6.64
H -3.05 5.63 5.73
H -1.39 5.89 5.16
H -0.93 5.60 1.94
H 0.14 4.26 1.19
H -0.02 4.45 2.99
O 1.47 -3.12 -2.73
S 1.72 -2.55 -1.42
O 0.57 -2.15 -0.65
O 2.59 -3.66 -0.52
C 3.68 -4.29 -1.23
C 4.55 -4.83 -0.08
C 2.96 -1.13 -1.56
H 4.21 -3.61 -1.90
H 3.16 -4.95 -1.92
H 5.44 -5.41 -0.34
H 3.94 -5.42 0.60
H 4.89 -3.96 0.48
H 2.44 -0.29 -2.03
H 3.88 -1.38 -2.09
H 3.23 -0.93 -0.53
*
```

Output
orbital gap: 0.319 Ha
relative energy (zero: lowest compared OMol25 entry of this formula, charge and spin): 61.92 kcal per mole
HOMO level: -9.598 eV
LUMO: -0.92 eV

Atomic partial charges in e from the Löwdin method, atoms 1 to 4:
1. Rb 0.9735
2. C -0.6130
3. F 0.1584
4. F 0.0887


Record 8
Entry from the Open Molecules 2025 dataset: a cluster of 2 separate species, C3H10N2O2 in total in a non-equilibrium geometry (ωB97M-V with the def2-TZVPD basis set).

Structure (ORCA input):
```
! wB97M-V def2-TZVPD RIJCOSX def2/J DEFGRID3
* xyz 1 2
C 0.36 1.50 -0.44
N -0.46 0.47 -0.04
C -0.01 -0.45 0.87
N 1.37 -0.50 1.08
O -0.79 -1.19 1.47
C 1.19 1.05 -1.74
H 0.99 1.88 0.42
H -0.29 2.34 -0.68
H -1.38 0.59 -0.19
H 1.72 -1.42 1.45
H 2.00 -0.47 0.26
H 0.42 0.42 -2.24
H 2.09 0.51 -1.48
H 1.51 1.82 -2.47
H -2.31 -2.75 1.20
H -3.21 -1.49 1.42
O -3.18 -2.32 1.11
*
```

Output
orbital gap (spin up / spin down): 0.391 / 0.173 Ha
relative energy (zero: lowest compared OMol25 entry of this formula, charge and spin): 54.12 kcal per mole
HOMO level (spin up / spin down): -14.309 / -14.281 eV
LUMO (spin up / spin down): -3.67 / -9.59 eV

Atomic partial charges in e from the Löwdin method, atoms 1 to 4:
1. C -0.1668
2. N 0.2187
3. C -0.4402
4. N 0.1823


Record 9
Entry from the Open Molecules 2025 dataset: a cluster of 2 separate species, C4H9NO3 in total in a non-equilibrium geometry (ωB97M-V with the def2-TZVPD basis set).

Structure (ORCA input):
```
! wB97M-V def2-TZVPD RIJCOSX def2/J DEFGRID3
* xyz 0 1
C -0.57 0.94 0.25
C -0.40 2.06 1.26
C 0.16 -0.50 0.78
N -0.76 -1.50 0.94
O 1.22 -0.49 1.37
H -0.39 -2.33 1.39
H -1.37 -1.69 0.15
H -0.40 1.35 -0.75
H -1.62 0.66 0.22
H -1.17 2.83 1.12
H -0.49 1.68 2.28
H 0.58 2.54 1.14
C 0.79 -0.99 -1.78
O 2.02 -1.09 -2.31
O -0.13 -1.71 -2.10
H 1.94 -1.72 -3.06
H 0.60 -0.05 -0.89
*
```

Output
orbital gap: 0.387 Ha
relative energy (zero: lowest compared OMol25 entry of this formula, charge and spin): 48.16 kcal per mole
SMILES string: CCC(N)=O.O=CO
HOMO level: -9.854 eV
LUMO: 0.68 eV

Atomic partial charges in e from the Löwdin method, atoms 1 to 4:
1. C -0.1733
2. C -0.1095
3. C -0.5619
4. N 0.1515


Record 10
Entry from the Open Molecules 2025 dataset: a structure of composition C25H15Cl61N2O in a non-equilibrium geometry (ωB97M-V with the def2-TZVPD basis set).

Structure (ORCA input):
```
! wB97M-V def2-TZVPD RIJCOSX def2/J DEFGRID3
* xyz 0 1
C 0.89 1.56 -1.43
C -0.05 2.28 -0.43
C -1.11 2.97 -1.29
Cl -2.03 1.74 -2.21
C -1.96 4.04 -0.59
C -2.46 4.96 -1.64
N -2.93 5.49 -2.46
C -3.12 3.63 0.36
C -2.77 2.78 1.54
N -2.51 2.10 2.34
C -4.38 3.09 -0.38
C -4.64 1.59 -0.08
C -5.60 0.91 -1.09
O -6.16 1.78 -2.06
H 1.79 1.31 -0.89
H 0.41 0.68 -1.85
H 1.10 2.22 -2.28
H -0.58 1.52 0.12
H 0.48 2.98 0.22
H -0.52 3.51 -2.03
H -1.27 4.64 0.00
H -3.45 4.57 0.82
H -4.25 3.17 -1.46
H -5.25 3.65 -0.06
H -5.09 1.54 0.91
H -3.72 1.01 -0.08
H -5.03 0.17 -1.65
H -6.41 0.36 -0.61
H -6.98 2.16 -1.73
C -2.55 -1.88 -4.84
Cl -3.67 -0.86 -3.91
Cl -0.90 -1.69 -4.22
Cl -3.03 -3.58 -4.67
Cl -2.61 -1.42 -6.54
C 0.73 -2.99 0.48
Cl -0.35 -2.99 1.88
Cl -0.20 -2.51 -0.94
Cl 2.03 -1.83 0.76
Cl 1.43 -4.59 0.23
C 4.92 -5.75 2.11
Cl 4.59 -6.95 0.85
Cl 4.03 -6.16 3.58
Cl 6.65 -5.72 2.45
Cl 4.40 -4.16 1.55
C 10.24 -4.28 4.17
Cl 10.76 -3.97 2.51
Cl 10.05 -6.02 4.41
Cl 11.46 -3.66 5.29
Cl 8.70 -3.46 4.46
C 0.66 -8.44 4.04
Cl 1.21 -7.41 2.72
Cl 1.16 -7.74 5.58
Cl -1.10 -8.58 4.00
Cl 1.38 -10.05 3.86
C -0.89 8.32 0.14
Cl -1.42 7.24 -1.16
Cl -1.55 7.74 1.68
Cl 0.88 8.32 0.23
Cl -1.46 9.96 -0.17
C 3.09 12.23 0.45
Cl 4.68 12.05 -0.30
Cl 3.28 12.74 2.13
Cl 2.15 13.44 -0.43
Cl 2.23 10.67 0.40
C 0.78 0.39 3.77
Cl -0.65 0.10 2.77
Cl 0.33 1.38 5.15
Cl 1.44 -1.15 4.34
Cl 2.02 1.23 2.83
C -4.19 2.99 -6.50
Cl -5.37 4.13 -5.83
Cl -4.08 1.56 -5.47
Cl -4.71 2.48 -8.11
Cl -2.61 3.78 -6.60
C 2.87 -2.50 -3.54
Cl 2.53 -3.67 -2.26
Cl 2.00 -0.99 -3.20
Cl 4.61 -2.18 -3.62
Cl 2.32 -3.15 -5.09
C -6.35 -2.18 -8.36
Cl -6.40 -3.03 -6.81
Cl -7.98 -2.04 -9.01
Cl -5.67 -0.58 -8.08
Cl -5.33 -3.07 -9.49
C -6.01 -3.81 -1.83
Cl -6.21 -5.54 -1.54
Cl -4.46 -3.27 -1.16
Cl -6.03 -3.49 -3.56
Cl -7.33 -2.92 -1.05
C 6.00 -4.75 7.03
Cl 4.80 -5.77 7.83
Cl 6.61 -3.55 8.17
Cl 7.34 -5.75 6.44
Cl 5.25 -3.93 5.66
C 3.66 2.54 -3.93
Cl 4.17 3.62 -5.23
Cl 4.16 3.20 -2.37
Cl 1.90 2.37 -3.96
Cl 4.41 0.95 -4.16
C 2.55 -4.37 10.80
Cl 2.22 -5.56 9.53
Cl 1.65 -4.81 12.26
Cl 4.28 -4.34 11.16
Cl 2.03 -2.77 10.25
*
```

Output
orbital gap: 0.386 Ha
HOMO level: -10.565 eV
LUMO: -0.07 eV

Atomic partial charges in e from the Löwdin method, atoms 1 to 4:
1. C -0.2171
2. C -0.2416
3. C -0.6121
4. Cl 0.7408


Record 11
Entry from the Open Molecules 2025 dataset: the molecule CHN3O4S in a non-equilibrium geometry (ωB97M-V with the def2-TZVPD basis set).

Structure (ORCA input):
```
! wB97M-V def2-TZVPD RIJCOSX def2/J DEFGRID3
* xyz 0 1
C -1.14 -0.25 -0.21
N -0.06 -0.80 -0.27
N -2.16 0.37 -0.17
N 2.28 0.71 -0.04
O 2.72 1.49 0.71
O 2.15 0.68 -1.24
O 2.21 -2.03 0.08
O -3.36 0.14 0.46
S 1.36 -1.01 0.61
H -4.00 0.70 0.06
*
```

Output
orbital gap (spin up / spin down): 0.318 / 0.318 Ha
relative energy (zero: lowest compared OMol25 entry of this formula, charge and spin): 35.52 kcal per mole
HOMO level (spin up / spin down): -9.658 / -9.657 eV
LUMO (spin up / spin down): -0.99 / -0.99 eV

Atomic partial charges in e from the Löwdin method, atoms 1 to 4:
1. C -0.2356
2. N -0.1119
3. N 0.0413
4. N -0.4761


Record 12
Entry from the Open Molecules 2025 dataset: the molecule C3H6FN3 in a non-equilibrium geometry (ωB97M-V with the def2-TZVPD basis set).

Structure (ORCA input):
```
! wB97M-V def2-TZVPD RIJCOSX def2/J DEFGRID3
* xyz 0 1
C 0.76 -0.02 0.10
C 0.54 -1.48 0.01
C -0.54 -2.04 -0.60
H -0.38 2.77 -0.41
H -0.81 1.96 1.37
H -1.22 0.33 -0.12
H 1.26 1.66 0.69
H -0.78 -3.05 -1.08
H -1.28 -1.33 -1.13
N -0.36 2.03 0.50
N -0.44 0.76 -0.41
N 1.72 0.58 0.62
F 1.53 -2.18 0.44
*
```

Output
orbital gap: 0.380 Ha
relative energy (zero: lowest compared OMol25 entry of this formula, charge and spin): 92.41 kcal per mole
SMILES string: [H]/N=C(\NN)C(=C)F
HOMO level: -9.686 eV
LUMO: 0.65 eV

Atomic partial charges in e from the Löwdin method, atoms 1 to 4:
1. C -0.4090
2. C -0.3673
3. C 0.0777
4. H 0.1920